13
Properties=species:S:1:pos:R:3:forces:R:3 method="wB97M-V/def2-TZVPD" homo_lumo_gap_ev=8.41
C -1.043094 1.666636 1.355741 0.0 0.0 -0.1
C -1.082704 1.751713 0.033564 0.1 0.0 0.1
C -0.575101 1.303489 -1.077603 0.1 0.1 -0.7
O -0.242213 1.044509 -2.174361 -0.3 0.3 0.9
H -0.386110 0.934106 1.834060 -0.2 0.3 0.0
H -1.642595 2.303123 2.002780 0.0 0.0 -0.2
C 1.013970 -1.516133 -0.809203 0.1 0.0 0.0
C 0.310777 -0.947380 0.381365 0.3 -0.1 0.3
O 0.893055 -0.460981 1.326981 -0.1 -0.4 -0.3
H 0.968412 -2.606265 -0.707354 0.0 0.0 -0.1
H 2.054990 -1.188614 -0.806094 -0.1 -0.1 0.0
H 0.526892 -1.241338 -1.748642 0.0 -0.1 0.2
H -0.796278 -1.042865 0.388766 0.1 0.0 0.1

***

52
Properties=species:S:1:pos:R:3:forces:R:3 method="wB97M-V/def2-TZVPD" homo_lumo_gap_ev=9.38
C 1.899455 -1.975540 -3.159163 0.0 0.0 0.0
C 3.116406 -1.060827 -3.118095 0.0 0.0 0.0
C 2.759550 0.415696 -2.970081 0.0 0.0 0.0
N 2.091320 0.723623 -1.714771 0.0 0.0 0.0
C 0.751368 0.872927 -1.644767 0.0 0.0 0.0
O -0.000473 0.658069 -2.582753 0.0 0.0 0.0
C 0.126334 1.229564 -0.282332 0.0 0.0 0.0
C 0.900365 2.109366 0.660237 0.0 0.0 0.0
N 2.218426 2.246653 0.634267 0.0 0.0 0.0
N 2.504053 3.071238 1.646566 0.0 0.0 0.0
C 1.399713 3.455269 2.325377 0.0 0.0 0.0
C 0.325790 2.856747 1.717932 0.0 0.0 0.0
C -1.121632 2.958190 2.072357 0.0 0.0 0.0
N -0.320323 0.029309 0.447929 0.0 0.0 0.1
C 0.785519 -0.823734 0.876823 0.0 0.0 0.0
C 0.314479 -1.866612 1.875487 0.0 0.0 0.0
C -0.768393 -2.724785 1.230923 0.0 0.0 0.0
C -1.289011 -3.774685 2.182061 0.0 0.0 0.0
F -1.854950 -3.237266 3.280784 0.0 0.0 0.0
F -2.221096 -4.556019 1.604507 0.0 0.0 0.0
F -0.304471 -4.589580 2.608914 0.0 0.0 0.0
C -1.895208 -1.832075 0.726106 0.0 0.0 0.0
C -1.352293 -0.755903 -0.223131 0.0 0.0 -0.1
C -2.550548 0.059026 -0.681371 0.1 0.1 -0.1
O -3.117217 -0.104778 -1.725292 -0.1 -0.1 0.1
O -2.949095 0.945944 0.248797 0.0 0.0 0.0
C -4.100518 1.716045 -0.113700 0.0 0.0 0.0
H 2.197565 -3.017790 -3.280441 0.0 0.0 0.0
H 1.321336 -1.897340 -2.237371 0.0 0.0 0.0
H 1.232940 -1.706720 -3.978957 0.0 0.0 0.0
H 3.777423 -1.351174 -2.295757 0.0 0.0 0.0
H 3.695926 -1.174205 -4.038640 0.0 0.0 0.0
H 3.666264 1.021124 -3.021049 0.0 0.0 0.0
H 2.100026 0.723145 -3.782654 0.0 0.0 0.0
H 2.629847 1.086271 -0.940793 0.0 0.0 0.0
H -0.777345 1.780152 -0.550160 0.0 0.0 0.0
H 3.458036 3.334232 1.812815 0.0 0.0 0.0
H 1.458402 4.119466 3.171599 0.0 0.0 0.0
H -1.255117 3.489625 3.014142 0.0 0.0 0.0
H -1.678071 3.497882 1.302489 0.0 0.0 0.0
H -1.566473 1.967271 2.157739 0.0 0.0 0.0
H 1.260087 -1.332393 0.021826 0.0 0.0 0.0
H 1.548689 -0.192456 1.331208 0.0 0.0 0.0
H 1.159445 -2.482102 2.187567 0.0 0.0 0.0
H -0.090721 -1.368940 2.759346 0.0 0.0 0.0
H -0.338073 -3.280433 0.390790 0.0 0.0 0.0
H -2.646861 -2.419248 0.196671 0.0 0.0 0.0
H -2.375806 -1.338044 1.573653 0.0 0.0 0.0
H -0.975985 -1.234943 -1.137341 0.0 0.0 0.0
H -4.276406 2.392884 0.717288 0.0 0.0 0.0
H -3.912409 2.271938 -1.031025 0.0 0.0 0.0
H -4.960269 1.065937 -0.266558 0.0 0.0 0.0

***

46
Properties=species:S:1:pos:R:3:forces:R:3 method="wB97M-V/def2-TZVPD" homo_lumo_gap_ev=6.04 charge=+1
N -1.483138 -2.318436 -0.814914 0.6 0.3 0.4
N -2.516114 -3.097081 -0.221870 -0.8 0.0 -0.7
C -3.478068 -3.460311 -1.152575 0.6 -0.5 -0.4
O -3.200525 -3.635015 -2.328615 -0.6 0.4 1.2
H -0.648912 -2.426295 -0.243330 0.0 -0.4 -0.4
H -1.321824 -2.693220 -1.753530 -0.1 0.0 0.4
H -2.912875 -2.691531 0.617417 0.2 0.2 -0.1
H -4.475727 -3.595464 -0.687379 0.2 -0.2 -0.3
C 1.253690 4.008277 -3.514569 -0.2 -0.2 0.3
C 2.273692 3.377606 -2.787476 -0.1 -0.1 0.1
C 1.956646 2.505418 -1.748846 -0.2 0.1 -0.1
C 0.607194 2.288453 -1.379045 0.1 0.2 -0.3
C 0.247255 1.342576 -0.329449 -0.2 0.1 0.2
C 1.082246 0.241170 -0.048027 0.1 -0.1 0.0
C 0.934701 -0.612870 1.029524 0.3 0.5 0.0
C 1.789180 -1.733267 1.326857 0.4 -0.6 0.0
C 1.514903 -2.544069 2.461552 0.1 0.3 -0.3
C 2.338904 -3.614613 2.790292 0.1 0.0 -0.2
C 3.455808 -3.913288 1.990649 -0.4 0.4 0.0
C 3.736263 -3.132472 0.858603 -0.2 0.2 0.0
C 2.912748 -2.058346 0.523712 -0.1 -0.3 0.3
C -0.983777 1.562028 0.429218 -0.6 0.3 0.1
C -1.843352 0.498031 0.771197 0.1 -0.2 0.2
C -2.952734 0.708473 1.589520 0.1 0.4 0.0
C -3.246456 2.000968 2.050240 0.2 -0.1 -0.1
C -2.430792 3.080150 1.680931 0.0 -0.2 -0.2
C -1.327950 2.867315 0.857495 0.1 0.0 0.0
C -0.406673 2.974201 -2.095307 0.1 -0.1 0.1
C -0.089559 3.799363 -3.169359 0.2 -0.1 0.2
H 1.499626 4.662119 -4.350339 0.0 -0.2 0.2
H 3.320580 3.558453 -3.039238 -0.4 -0.1 0.1
H 2.751341 2.005201 -1.191797 -0.2 0.2 -0.2
H 1.929210 0.096829 -0.717741 -0.3 -0.1 0.1
H 0.170673 -0.389189 1.774956 0.1 -0.1 -0.2
H 0.641092 -2.301856 3.071367 0.3 -0.1 -0.1
H 2.116518 -4.222127 3.670788 0.1 0.2 -0.3
H 4.101049 -4.753809 2.249321 -0.2 0.3 -0.1
H 4.602423 -3.363870 0.234583 -0.3 0.1 0.2
H 3.129172 -1.457919 -0.360176 0.1 -0.3 0.3
H -1.642104 -0.492725 0.347915 -0.2 0.5 0.1
H -3.588692 -0.134523 1.874515 0.2 0.4 -0.2
H -4.113008 2.169008 2.693279 0.3 -0.1 -0.2
H -2.652790 4.091157 2.029956 0.0 -0.4 -0.1
H -0.701507 3.710125 0.554441 -0.2 -0.3 0.2
H -1.451507 2.821645 -1.814081 0.4 0.0 -0.2
H -0.896830 4.273730 -3.730668 0.3 -0.1 0.2

***

15
Properties=species:S:1:pos:R:3:forces:R:3 method="wB97M-V/def2-TZVPD" homo_lumo_gap_ev=9.71
C 1.253962 0.064864 0.796227 0.1 0.0 0.0
C 0.267317 -0.152606 -0.331550 0.1 0.0 0.2
C -1.019977 -0.801614 0.050695 0.1 -0.1 0.0
C -1.586351 -0.592179 1.204694 -0.2 0.1 -0.1
N -2.207094 -0.229398 2.207689 0.2 -0.1 -0.7
C 0.285971 0.797460 -1.476200 -0.1 0.3 0.0
N 0.740072 -0.583409 -1.639854 0.3 -0.2 -0.1
H 0.815942 0.676038 1.595554 0.0 -0.1 -0.2
H 1.549572 -0.893880 1.235723 0.0 0.1 -0.1
H 2.149064 0.581111 0.432275 -0.1 -0.1 0.0
H -1.559455 -1.384914 -0.683587 0.1 -0.1 0.0
H -2.684298 0.575312 1.787080 -0.5 0.4 0.9
H 1.030953 1.592834 -1.456764 -0.1 -0.1 0.0
H -0.637817 1.051293 -1.992905 0.2 -0.1 0.1
H 1.753420 -0.641295 -1.649422 0.0 0.1 -0.1

***

E_LUMO values, unit eV, following the record order: -0.62 0.60 -5.52 0.86.
E_HOMO values, unit eV, following the record order: -9.0 -8.8 -11.6 -8.8.
Energy relative to the best compared isomer or geometry (same formula, charge and spin) values, unit eV, following the record order: 2.959 0.131 1.370 2.631.